[1]
Molecular formula: C4H3BrO
Method: DFT, wB97M-V/def2-TZVPD

Each line ends with the natural charge from an NBO analysis.
CARTESIAN COORDINATES (ANGSTROEM)
C: 0.752 -0.602 -0.147  -0.330
C: -1.727 1.348 1.189  0.023
C: -0.335 0.258 0.471  0.447
C: 1.294 -0.126 -1.250  -0.336
O: -1.591 0.149 0.250  -0.483
Br: -2.249 0.653 2.883  -0.010
H: 0.757 -1.703 0.093  0.255
H: 1.141 0.843 -1.785  0.227
H: 1.959 -0.819 -1.704  0.208

Its LUMO energy is -0.269 eV. The total energy comes out at -76279.6042 eV. The value obtained for the gap between HOMO and LUMO is 0.3184 hartree.



[2]
Molecular formula: C4H3Cl2F
Method: DFT, wB97M-V/def2-TZVPD

Each line ends with the natural charge from an NBO analysis.
CARTESIAN COORDINATES (ANGSTROEM)
C: 0.191 0.055 0.044  0.056
C: 2.269 0.608 -0.529  0.340
C: -0.849 0.138 1.054  -0.528
C: -0.982 -0.774 -0.156  -0.209
F: 2.366 0.322 -1.798  -0.317
Cl: -1.090 -2.496 0.129  0.030
Cl: -1.981 -0.253 -1.515  0.010
H: 2.242 1.689 -0.353  0.129
H: -0.790 -0.370 2.005  0.249
H: -1.376 1.082 1.118  0.241

Its LUMO energy (spin up / spin down) is -0.630 / -1.627 eV. The total energy comes out at -31951.0474 eV. The value obtained for the gap between HOMO and LUMO (spin up / spin down) is 0.3197 / 0.2539 hartree.



[3]
Molecular formula: C4H3Cl2N
Method: DFT, wB97M-V/def2-TZVPD

Each line ends with the natural charge from an NBO analysis.
CARTESIAN COORDINATES (ANGSTROEM)
Cl: 2.227 1.940 0.015  0.082
C: 0.869 0.979 -0.087  -0.118
C: -0.476 1.168 -0.067  -0.327
C: -1.205 -0.023 -0.014  -0.119
N: -0.411 -1.118 0.068  -0.482
C: 0.893 -0.896 0.189  0.027
Cl: 2.128 -2.010 -0.064  0.061
H: -0.948 2.132 -0.150  0.237
H: -2.273 -0.120 0.010  0.215
H: -0.803 -2.052 0.101  0.424

Its LUMO energy is 0.738 eV. The structure (SMILES) is Clc1cc[nH]c1Cl. The total energy comes out at -30728.6843 eV. The value obtained for the gap between HOMO and LUMO is 0.2952 hartree.



[4]
Molecular formula: C4H3Cl2N2O3S
Method: DFT, wB97M-V/def2-TZVPD

Each line ends with the Mulliken spin population.
CARTESIAN COORDINATES (ANGSTROEM)
C: 0.891 -0.512 0.251  0.388
C: -0.508 -0.322 0.074  0.116
C: 1.499 0.597 0.845  0.641
C: -0.440 1.915 -0.004  -0.001
N: -1.177 0.750 -0.009  0.419
N: 0.833 1.929 0.743  0.141
O: 1.990 3.291 2.386  0.000
O: -0.403 3.361 2.220  0.016
O: 0.535 1.379 3.152  0.012
S: 0.730 2.569 2.330  0.016
Cl: 2.941 0.514 1.764  0.091
Cl: 0.078 2.158 -1.749  0.095
H: 1.203 -1.532 0.361  0.028
H: -1.209 -1.054 -0.085  0.024
H: -0.924 2.883 0.236  0.013

Its LUMO energy (spin up / spin down) is 3.302 / 0.457 eV. The total energy comes out at -49196.9170 eV. The value obtained for the gap between HOMO and LUMO (spin up / spin down) is 0.2179 / 0.2287 hartree. The spin multiplicity is 3. The net charge is -1.



[5]
Molecular formula: C4H3Cl2N3
Method: DFT, wB97M-V/def2-TZVPD

Each line ends with the natural charge from an NBO analysis.
CARTESIAN COORDINATES (ANGSTROEM)
C: 1.206 0.199 -1.078  0.222
C: 0.280 1.325 0.800  0.215
C: 0.402 -1.186 0.843  -0.230
C: 0.560 0.115 0.162  -0.108
N: 1.739 0.287 -2.092  -0.203
N: 0.046 2.338 1.293  -0.223
N: -1.851 0.346 -1.122  -0.636
Cl: 2.008 -1.501 1.635  0.002
Cl: 0.020 -2.493 -0.292  0.052
H: -0.344 -1.169 1.637  0.257
H: -2.398 0.470 -0.274  0.323
H: -1.668 1.268 -1.512  0.330

Its LUMO energy (spin up / spin down) is -3.690 / -3.689 eV. The total energy comes out at -33706.4548 eV. The value obtained for the gap between HOMO and LUMO (spin up / spin down) is 0.2196 / 0.2196 hartree.



[6]
Molecular formula: C4H3Cl4F3Si
Method: DFT, wB97M-V/def2-TZVPD

Each line ends with the natural charge from an NBO analysis.
CARTESIAN COORDINATES (ANGSTROEM)
C: -2.150 -1.240 -1.107  -0.440
C: -1.239 -0.226 -1.223  0.001
F: -0.448 0.130 -0.126  -0.370
Si: -0.983 1.123 -2.650  1.334
Cl: -2.101 0.426 -4.258  -0.357
Cl: -1.424 2.918 -2.069  -0.283
Cl: 0.911 0.972 -3.334  -0.340
H: -2.736 -1.569 -1.933  0.232
H: -2.266 -1.670 -0.110  0.225
F: 2.250 -2.500 1.137  -0.295
C: 2.191 -1.822 0.016  0.738
F: 1.863 -2.624 -1.004  -0.303
C: 2.551 -0.574 -0.108  -0.408
Cl: 2.996 0.317 1.278  0.036
H: 2.263 -0.168 -0.999  0.230

Its LUMO energy is 0.406 eV. The structure (SMILES) is C=C(F)[Si](Cl)(Cl)Cl.FC(F)=CCl. The total energy comes out at -70318.7895 eV. The value obtained for the gap between HOMO and LUMO is 0.3668 hartree.



[7]
Molecular formula: C4H3ClF2
Method: DFT, wB97M-V/def2-TZVPD

Each line ends with the natural charge from an NBO analysis.
CARTESIAN COORDINATES (ANGSTROEM)
C: 0.652 -1.569 -0.291  -0.049
C: 0.907 -0.343 -0.064  -0.084
C: -0.047 0.796 0.226  -0.575
C: -1.430 0.372 0.034  0.709
F: -2.021 0.317 -1.145  -0.311
F: -2.180 -0.169 0.975  -0.311
Cl: 2.649 0.327 -0.043  -0.096
H: 1.187 -2.466 -0.493  0.202
H: 0.099 1.120 1.260  0.259
H: 0.184 1.615 -0.459  0.257

Its LUMO energy (spin up / spin down) is 0.748 / -1.569 eV. The total energy comes out at -22149.0652 eV. The value obtained for the gap between HOMO and LUMO (spin up / spin down) is 0.3961 / 0.2258 hartree.



[8]
Molecular formula: C4H3ClF3N2O
Method: DFT, wB97M-V/def2-TZVPD

Each line ends with the natural charge from an NBO analysis.
CARTESIAN COORDINATES (ANGSTROEM)
O: 2.877 3.247 1.440  -0.303
C: 2.585 2.284 0.906  0.746
C: 2.279 1.060 0.551  -0.285
N: 1.085 0.370 0.245  -0.470
C: -0.204 0.409 -0.191  0.369
N: -1.360 1.117 -0.327  -0.539
Cl: -2.342 2.655 -0.399  0.262
C: 3.550 0.257 -0.062  0.996
F: 3.560 0.080 -1.381  -0.291
F: 4.705 0.823 0.268  -0.294
F: 3.517 -0.881 0.570  -0.301
H: 1.450 -0.498 0.160  0.428
H: -0.592 -0.691 -0.280  0.253
H: -2.169 0.555 -0.330  0.430

Its LUMO energy is -5.525 eV. The structure (SMILES) is O=C=C(/[NH+]=C\NCl)C(F)(F)F. The total energy comes out at -29887.2030 eV. The value obtained for the gap between HOMO and LUMO is 0.3084 hartree. The net charge is +1.